Entry 1:
ORCA calculation (ωB97M-V with the def2-TZVPD basis set) on C40H27Br2CdN4O5Te as an isolated structure.

Properties
Calculated total energy   -7719.410753 Eh
Frontier orbital gap   6.30 eV
ΔE to the lowest compared entry with this formula, charge and spin   0.0000 eV
Maximum force   4.30 eV Å⁻¹

ORCA input file:
```
! wB97M-V def2-TZVPD RIJCOSX def2/J DEFGRID3
* xyz -1 1
C 3.29806 1.80345 -2.28902
C -1.09784 4.71929 3.30707
C -3.25378 -2.00815 4.35469
C -3.30610 -3.39984 4.35897
C 0.23074 -3.45834 -0.70898
H -3.66280 3.10644 -3.15649
C -0.31254 1.16655 -3.29191
O -3.09060 4.43584 -5.13658
H -3.68191 -3.93734 5.27359
H -0.78231 5.72958 3.57293
C 1.33899 -5.33922 -1.91029
H 6.64656 1.46113 4.29627
C -1.89916 2.69585 -4.22703
C 5.30462 3.06286 3.81348
C 3.41513 2.46681 2.40766
C -0.91897 -3.59065 -1.59113
N -1.91551 0.64520 2.43448
Br 2.77195 -4.42935 0.27039
H -0.12523 4.82211 1.38812
C -1.01877 2.86541 1.71182
C 0.19350 -5.49124 -2.68378
C 5.02507 0.77155 3.05333
H -2.77440 2.01251 4.55863
H -2.04649 -5.62535 -4.12542
H -3.75072 -2.07436 -2.23332
O 0.30078 -2.49131 0.14412
C -2.47829 1.60971 -2.14815
C 5.71978 1.72147 3.78391
Te 2.69499 -0.45596 1.42689
H 2.49231 2.70717 1.87765
C -0.69479 4.18229 2.06810
C -0.90162 -4.61997 -2.56081
H -3.90466 -3.90727 -3.92624
O -3.37394 0.47695 -0.18506
H 3.10375 2.78972 -2.62720
H -2.99428 -5.17963 3.05190
C -2.75162 2.50898 -3.15680
C -2.97560 -2.80935 -2.36941
C 3.85945 0.88043 -3.14738
C -0.70300 2.00923 -4.34549
C 3.19349 0.24195 -0.49847
O -1.45334 3.44121 -6.33296
C -2.71959 -1.32262 3.22583
Cd -1.61246 -1.06777 0.22270
H 0.68593 0.75525 -3.32619
H 5.87832 3.78474 4.37266
O -0.63333 0.28041 -1.16834
C -1.11899 0.97638 -2.13256
C -1.67661 2.02849 2.70043
C 3.88182 1.12376 2.30452
C -3.03617 -3.83523 -3.30214
H 3.82908 4.47601 3.07526
C 4.15198 3.41515 3.09316
C 3.82554 -0.71991 -1.31157
C -2.91199 -4.08453 3.19312
H 4.04067 1.10704 -4.19633
C -1.83959 3.94362 4.16331
H -0.02203 2.12451 -5.18147
H -4.24524 2.15360 -1.00814
C -2.30303 -2.00512 2.06381
H -0.93018 2.48991 0.70607
C 4.15616 -0.38674 -2.62269
H 3.99882 -1.71542 -0.91835
N -2.16849 3.60676 -5.30018
H 2.23247 -5.98473 -2.04186
N -2.55116 0.06024 3.37971
H -1.92470 -3.94144 1.32068
H -2.29790 4.43580 5.05046
H 5.40379 -0.26514 3.03318
C -2.37484 -3.36836 2.11825
C -2.14256 2.62968 3.89933
C 1.34808 -4.39609 -0.88938
C -2.02094 -4.79488 -3.40249
H 4.53548 -1.17669 -3.25877
Br 0.19296 -6.99631 -3.75714
C -3.43055 1.40793 -1.07072
N -1.93536 -2.69549 -1.51725
H 2.60716 2.29897 -0.27277
H -3.57798 -1.40815 5.22885
C 2.98455 1.55003 -0.97508
*
```

Here are the Löwdin charges for atoms 1 to 4, given in e: atom 1 (C): -0.127, atom 2 (C): -0.115, atom 3 (C): -0.056, atom 4 (C): -0.119

***

Entry 2:
ORCA calculation (ωB97M-V with the def2-TZVPD basis set) on C40H28BiClN2O5P as an isolated structure.

Properties
Calculated total energy   -3043.077075 Eh
Frontier orbital gap   7.46 eV
Maximum force   0.82 eV Å⁻¹

ORCA input file:
```
! wB97M-V def2-TZVPD RIJCOSX def2/J DEFGRID3
* xyz -1 1
O -1.98699 -1.11080 2.12272
H 3.25246 -0.22788 -1.69056
C 4.22326 3.41476 -1.60743
H 3.35306 3.37189 -3.57034
C 2.26946 -0.83828 0.75747
H -4.34598 2.27690 -1.25343
C 1.69833 2.62147 -0.69529
C 1.93816 2.83113 -2.05484
H -4.18590 -2.89809 0.67012
C -0.96218 3.53510 -0.40207
O -2.64315 0.44735 -1.10340
O -0.01048 -3.15300 -0.65098
C -5.96613 1.43303 -0.12571
C -1.26687 -6.50450 -0.24999
H -5.93006 -1.64777 1.24379
H -4.06448 4.55721 0.53387
C -5.59115 -0.77705 0.69233
C 4.66181 -1.59018 1.05212
H 0.38711 -9.08855 -1.69018
C -2.74963 5.66645 -0.75492
H 4.38709 -1.89980 2.05191
C -0.90344 -7.80990 -0.54511
C -3.09660 4.58838 0.04805
C 0.11756 -8.06742 -1.44939
H -0.81243 -0.29817 4.04802
H 0.69761 3.81301 1.81691
H 0.78789 3.66587 4.26417
H -2.49938 2.68771 0.82893
C 0.44349 -5.70498 -1.73441
C 4.00013 3.18987 -0.25749
C 3.18712 3.22647 -2.50946
C 0.45105 2.81322 3.68661
H 1.59087 -7.20227 -2.74921
C -0.43801 0.59822 3.57259
O 1.48443 -0.21273 -0.04490
C -3.82629 0.32942 -0.56725
C -4.71194 1.43102 -0.68663
C -0.59928 -5.44298 -0.84846
H -2.06744 -6.29747 0.44777
C 4.02088 -0.65136 -1.05907
C -0.47994 0.66124 2.17715
C 3.68479 -1.04325 0.23077
C 0.79290 -7.00952 -2.04263
C -6.41339 0.32009 0.59192
H 6.73695 -2.14176 1.23983
C 5.32184 -0.77602 -1.52108
H -7.39719 0.31176 1.04337
C 6.28450 -1.30072 -0.67596
C -2.21530 3.53419 0.21465
C 5.96750 -1.72331 0.60487
C 0.41293 2.88944 2.30600
H 5.58980 -0.45747 -2.51970
H -1.42293 -8.63541 -0.07365
H 2.60961 2.59137 1.24989
P 0.02375 1.96649 -0.30044
C 0.04602 1.64876 4.32432
H 5.20135 3.72210 -1.95603
H 0.97127 -4.86914 -2.17338
Cl 7.93136 -1.42801 -1.23345
C -0.61581 4.63667 -1.18202
H -3.45180 6.47461 -0.91952
Bi -0.81080 -0.93750 -0.77799
C -0.00864 1.80811 1.53066
C -1.50092 5.69259 -1.35602
H -1.21041 6.53999 -1.96572
H -6.60658 2.30096 -0.23462
C -1.17107 -0.48123 1.49847
C 2.75070 2.79531 0.19778
O 1.99211 -1.25240 1.87885
N -2.53917 -2.43049 -0.40095
C -4.31422 -0.82573 0.10740
H 4.81285 3.31044 0.44872
C -3.63965 -2.09889 0.17009
H 1.13052 2.66210 -2.75998
N -2.22858 -3.77126 -0.41041
H 0.07258 1.57631 5.40446
H 0.35957 4.68060 -1.64819
C -0.96045 -4.01629 -0.60428
*
```

Here are the Löwdin charges for atoms 1 to 4, given in e: atom 1 (O): 0.021, atom 2 (H): 0.112, atom 3 (C): -0.100, atom 4 (H): 0.098

***

Entry 3:
ORCA calculation (ωB97M-V with the def2-TZVPD basis set) on C40H29AuF4N2O3Sb as an isolated structure.

Properties
Calculated total energy   -2652.024608 Eh
Frontier orbital gap (spin up / spin down)   8.07 / 5.37 eV
Maximum force   1.39 eV Å⁻¹

ORCA input file:
```
! wB97M-V def2-TZVPD RIJCOSX def2/J DEFGRID3
* xyz 1 3
H -0.87913 -5.16251 1.58291
C -4.99529 -3.19341 1.57253
H -4.69911 4.42138 1.87451
H 5.38277 -0.26871 3.44732
H 6.95897 1.22056 -0.22599
H 4.33773 -1.72908 -5.50992
H 4.88532 0.52656 -1.40713
C 3.41777 -1.55471 -3.56845
C 6.14846 0.74796 0.30554
H 4.28720 -3.37939 -0.85301
F 0.12309 4.79228 2.55990
H -3.99944 3.31183 -1.62608
C -2.86879 0.12958 -0.30446
C -2.04638 4.31319 1.79348
C -2.48001 2.17727 0.76696
C 4.99309 0.35737 -0.34495
C 5.19408 -3.55439 -2.78100
C -4.36325 3.85247 1.00834
C 1.40977 0.64772 -1.65802
C -1.51309 -4.35366 1.91263
C -4.66788 1.73749 -0.27519
H 0.27537 -0.51918 -3.05678
C -5.24167 2.62420 0.82509
Sb 2.28843 -1.04521 -0.71709
C -0.00398 2.80237 -2.58802
N -6.09732 -3.09102 1.27172
C -1.61057 -0.35279 -0.04182
N -3.31516 1.31845 0.09280
H -3.74179 -1.38953 3.01344
H 2.34715 2.02402 -0.31241
F 7.38357 0.86810 2.29231
H -2.37022 5.29349 2.10645
C 3.42778 -2.01411 -2.26263
H -5.66093 2.75788 -1.87773
C -0.68111 0.43630 0.69000
H 3.28903 -0.97015 2.26166
H 0.91175 -4.32230 3.05613
C -3.64218 -3.25904 1.95334
H 1.07899 3.98177 -1.17793
C 4.30801 -2.07864 -4.48921
C 4.29891 -3.02062 -1.87362
H -0.95645 1.45619 -3.94334
F -0.74221 3.84626 -2.99752
C -2.93204 3.44708 1.19163
C 4.09991 -0.48637 1.72560
C 1.63205 1.90302 -1.11438
C -0.28520 2.66416 1.68016
F 6.06294 -3.56064 -4.96018
O 0.46797 0.06298 1.05295
O -2.23077 -2.52845 -0.68912
H -4.45344 4.51169 0.14299
H -5.26714 0.82434 -0.35249
H -4.30605 1.76304 -2.40871
H -6.25871 2.90803 0.55663
C 0.42141 -3.35863 3.10111
H -3.25186 -5.11858 0.94763
O -0.07654 -2.04955 -0.74032
C -0.72739 3.92148 2.00620
C -0.23205 1.55876 -3.15092
C 6.25984 0.50793 1.66524
C -4.65066 2.44132 -1.63283
C -2.83292 -4.33036 1.55262
C -3.10652 -2.21259 2.72273
H -5.28571 2.06432 1.76137
C 5.18913 -3.06608 -4.07832
H 2.73040 -0.77486 -3.86659
C 5.24811 -0.09868 2.39152
C -0.95488 -3.32663 2.71581
H -3.55081 -0.50426 -0.85829
H 5.89618 -4.32660 -2.50651
C -1.15695 1.76912 1.04848
C 0.92708 2.99506 -1.58228
H 0.68964 -2.77017 3.96896
C 3.97875 -0.25817 0.36641
C -1.79307 -2.24943 3.10405
H -1.38158 -1.45360 3.70590
C -1.31106 -1.75034 -0.52982
H 0.72391 2.35303 1.88978
Au 1.07392 -2.32799 1.34406
C 0.47283 0.47041 -2.66579
*
```

Here are the natural (NBO) charges for atoms 1 to 4, given in e: atom 1 (H): 0.232, atom 2 (C): 0.250, atom 3 (H): 0.238, atom 4 (H): 0.242

***

Entry 4:
ORCA calculation (ωB97M-V with the def2-TZVPD basis set) on C40H29BF15GeN7O2S2Ta as an isolated structure.

Properties
Calculated total energy   -6528.590413 Eh
Frontier orbital gap (spin up / spin down)   6.93 / 7.64 eV
ΔE to the lowest compared entry with this formula, charge and spin   1.1265 eV
Maximum force   1.62 eV Å⁻¹

ORCA input file:
```
! wB97M-V def2-TZVPD RIJCOSX def2/J DEFGRID3
* xyz 0 2
H -5.18672 1.52612 -1.70558
F 7.95533 3.05147 0.90501
C -3.16839 2.23473 -1.63002
C 5.74232 -4.88475 -1.25738
C 3.60849 -3.72425 3.17004
C -1.75106 -0.90401 2.48187
C 1.73531 0.65748 -5.66389
Ta 0.44223 0.41146 0.31801
C -0.71428 -2.50380 -3.10601
S 2.26267 -0.23261 -3.09352
C 6.68558 -0.30697 1.13552
H 0.24926 -1.12809 3.20238
H 1.49381 1.28814 2.77238
C -3.59076 -1.16205 1.27050
C 4.30690 -3.79314 5.44858
H 0.29720 4.38734 -0.89180
C 5.93936 -4.24535 -2.46855
C 3.56453 -4.33068 4.40967
F 2.80947 -5.40736 4.62334
F 5.79825 -2.15688 6.23591
H -5.57232 -1.85803 1.56138
C 5.17412 -2.21601 -1.48727
H 1.22910 -4.16383 -2.13408
F 7.15776 -1.55995 1.23605
C -0.73918 -0.86553 3.57692
H -2.93410 4.42675 -1.70902
H -0.50880 -3.13013 -3.95865
C -0.47081 1.99579 -4.70581
N -1.63951 -1.06184 -1.72949
C 1.41157 0.57242 -4.29495
C 0.96358 1.40371 -6.51479
N -1.49488 -0.47518 1.24451
F 5.12411 -4.82394 0.98124
H 0.03630 2.23379 2.47407
F 2.84039 -4.21691 2.19027
C 5.66718 -2.89274 -2.58463
H -3.58050 -1.75189 3.40030
N -1.36286 1.87909 -0.40863
N -2.61724 -0.63046 0.50951
H 1.23810 -3.45822 -0.50304
C -3.07254 -1.35150 2.53930
C 7.10511 2.03410 0.96629
C 7.58518 0.73706 1.05110
C 1.23383 -3.23365 -1.56659
C 5.08703 -2.67037 5.23373
H 1.57115 2.68599 1.71654
F 4.94485 -0.90540 -1.60481
F 5.85208 -0.98891 3.81359
O -0.06542 1.11641 -2.60118
H -4.29457 1.29074 -3.20449
H 0.09897 3.76351 0.74177
H -1.31192 2.48091 -4.22982
H -2.64838 -1.77233 -4.86265
C 5.31647 -0.10674 1.12633
C -2.57786 3.46306 -1.38488
H -0.68765 0.13293 4.01537
N -0.52378 -1.52956 -1.10830
C 4.38668 -2.60380 2.91540
C -4.95836 -1.45904 0.75741
Ge 4.10887 -1.69516 1.16882
C -1.44071 3.19143 -0.61852
H -0.77683 2.69015 -6.68503
C 1.13132 1.15296 -1.62352
H 1.22553 1.47235 -7.56210
B -2.68248 -0.22391 -0.96812
H 2.60537 0.11716 -6.00506
F 3.56967 1.45075 0.99693
O 1.75527 2.18731 -1.61979
H 2.14788 -2.69124 -1.80852
N 0.29607 1.24766 -3.89537
F 6.03469 -6.17918 -1.14057
C 4.92939 -2.82840 -0.26638
F 5.28776 3.51925 0.88797
C -0.43510 4.16714 -0.11296
H -3.82697 -1.66038 -3.54873
F 8.89959 0.51866 1.05220
C 5.10769 -2.08922 3.97754
H -5.43169 -0.55777 0.36708
C -2.85942 -1.30127 -3.90466
C 5.24848 -4.17331 -0.17681
C -4.44058 1.97066 -2.36519
F 6.40206 -4.92202 -3.50964
C 0.03431 -2.42240 -1.92484
N -2.41065 1.29470 -1.04196
H -2.93331 -0.22379 -4.06089
F 5.88419 -2.26674 -3.73900
H -4.83565 2.91114 -2.74350
C 0.94483 1.83918 2.00339
C 4.87457 1.19666 1.02259
C -1.76605 -1.62521 -2.94313
H -0.92756 5.09538 0.17284
H -4.91909 -2.18890 -0.05172
H -3.76075 -0.45049 -1.41974
S 1.95505 -1.38978 1.29449
H -1.01683 -1.56842 4.35969
F 4.25993 -4.34662 6.65326
C 5.74200 2.27154 0.95402
C -0.16219 2.09116 -6.03067
*
```

Here are the Löwdin charges for atoms 1 to 4, given in e: atom 1 (H): 0.083, atom 2 (F): 0.140, atom 3 (C): -0.272, atom 4 (C): -0.136

***

Entry 5:
ORCA calculation (ωB97M-V with the def2-TZVPD basis set) on C40H29Cl5CoIN3O5S as an isolated structure.

Properties
Calculated total energy   -6461.862154 Eh
Frontier orbital gap (spin up / spin down)   5.41 / 7.45 eV
ΔE to the lowest compared entry with this formula, charge and spin   0.0000 eV
Maximum force   0.73 eV Å⁻¹

ORCA input file:
```
! wB97M-V def2-TZVPD RIJCOSX def2/J DEFGRID3
* xyz -1 5
Cl -4.48629 3.18853 -2.81589
Cl -1.83954 2.97217 -4.44192
C 0.35220 4.54800 -1.72688
C -5.11415 -4.59098 4.47135
H -4.60179 -4.48298 1.81340
C 2.95394 3.61557 -1.94811
H -2.74859 -3.88294 5.61421
C -1.05067 3.74945 0.91330
Cl -2.73591 -0.74905 0.44794
H 3.96663 3.24274 -2.03396
H -1.42671 6.91078 2.08735
C -2.51742 0.28823 -0.90494
C -2.09550 1.94890 -3.08215
C 3.62913 -2.77117 -3.15303
H 1.73541 -3.81963 -4.65654
C -3.73282 -4.21579 2.40391
C -2.07733 -2.37241 -2.84998
H -2.36268 2.12481 1.34426
Co 0.42547 -0.03385 0.88720
H -2.46949 -3.86109 0.68809
H 3.51750 -1.08666 -1.42786
N -0.02402 -3.14287 -3.85103
C 4.60248 -1.17261 0.66611
C -3.27932 2.04814 -2.35869
H -3.44195 5.88702 3.09037
H -2.42292 -2.40916 -1.81653
H 0.83024 5.83233 -3.37506
C -2.18022 3.17987 1.49662
C -2.77377 5.28977 2.48301
C -0.79293 5.10031 1.13162
O 4.39488 -1.62610 -3.54120
H -0.63066 -3.27146 4.48007
H 3.78528 -3.58206 -3.87300
H 2.43627 2.27907 -0.34501
H -5.94993 -4.03083 4.04998
C -1.11085 1.03564 -2.70765
C -1.50817 -3.53549 3.90554
C 2.10590 3.08344 -0.99112
C -1.33237 0.18147 -1.63146
H 6.63773 -1.58637 1.11736
H 4.60345 1.08336 3.75493
S 0.06063 -3.01059 1.71598
H 3.96742 -1.24971 -4.31762
C -1.43989 -3.52926 2.52078
O -0.17507 -3.13740 0.29499
C 1.60192 -1.68788 -2.00361
C 2.15592 -2.51671 -3.02866
H 4.60053 -1.89018 -0.13986
C 3.40527 -0.47199 0.95279
C -3.03929 3.94279 2.26872
C 2.49348 -1.07947 -1.08405
H 3.15680 5.01506 -3.56488
C 1.30848 -3.17656 -3.89194
H -0.66652 4.90885 -1.64149
C 0.79965 3.54828 -0.87025
H 6.70220 -0.03725 3.07612
Cl -4.93765 1.34336 -0.34380
C 4.62427 0.45920 2.87218
C -1.64510 5.86396 1.91759
C -3.82314 -4.22059 3.79160
C 5.79750 -0.17518 2.50015
C 1.19529 5.07021 -2.69797
Cl 0.40050 1.02814 -3.51940
H 4.04984 -3.08944 -2.19664
H -2.41996 -3.26136 -3.37456
C 2.49890 4.60839 -2.80737
C 0.19637 -1.60138 -2.05936
O 1.13910 -3.78311 2.27668
C -2.55020 -3.87131 1.76625
C 5.75979 -1.01844 1.39932
O -0.42094 -0.71045 -1.17758
C -3.48338 1.22056 -1.25686
N 2.27699 -0.57311 0.15123
C -0.57557 -2.35719 -2.91793
H -2.52450 -1.49967 -3.33205
O 0.14215 -1.57470 2.14242
H 0.08595 5.55309 0.69063
H -5.06945 -4.38204 5.53953
H -3.91777 3.48570 2.70603
C -2.69463 -3.88003 4.53180
H -5.33535 -5.65247 4.34606
C -0.11720 2.87784 0.11594
I 1.75885 1.21178 2.95011
C 3.46299 0.29834 2.13321
N -0.07574 1.63580 0.25113
*
```

Here are the Löwdin charges for atoms 1 to 4, given in e: atom 1 (Cl): 0.674, atom 2 (Cl): 0.689, atom 3 (C): -0.067, atom 4 (C): -0.061